# C4H7ClO3S

The molecule C4H7ClO3S (ωB97M-V/def2-TZVPD, the OMol25 dataset).

Last column: natural (NBO) charge in e.
Positions of all 16 atoms, in Å:
C -1.601 -0.154 0.012  -0.514
C -1.049 -1.518 0.083  -0.288
C -0.746 0.796 0.848  -0.611
C 1.564 -0.557 -0.356  -0.060
O 1.838 1.788 0.953  -0.898
O 0.695 1.673 -1.285  -0.939
O 1.838 -0.552 -1.670  -0.640
S 0.965 1.093 0.049  2.041
Cl 2.495 -1.653 0.592  0.060
H -1.596 0.283 -0.964  0.236
H -2.573 -0.121 0.424  0.235
H -0.634 -1.856 1.034  0.178
H -1.008 -2.126 -0.809  0.186
H -1.322 1.750 0.902  0.253
H -0.579 0.723 2.014  0.256
H 1.713 0.432 -1.827  0.506

Its multiplicity is 3. The gap between HOMO and LUMO (spin up / spin down) comes out at 8.39 / 10.13 eV. For the total energy, the calculation gives -33756.445 eV. Its HOMO energy (spin up / spin down) is -7.7 / -11.2 eV.

# C4H7ClS

The molecule C4H7ClS (ωB97M-V/def2-TZVPD, the OMol25 dataset).

Last column: natural (NBO) charge in e.
Positions of all 13 atoms, in Å:
C -1.785 -1.049 -0.525  -0.631
C -0.763 1.348 -0.219  -0.621
C 0.500 -0.801 0.126  -0.621
C -0.629 -0.078 -0.678  -0.020
S -2.798 -1.028 0.687  0.367
Cl -0.200 0.012 -2.411  -0.054
H -1.781 -1.923 -1.241  0.269
H 0.278 1.683 -0.568  0.221
H -1.474 1.926 -0.750  0.226
H -0.827 1.441 0.788  0.212
H 1.241 -0.149 0.331  0.204
H 0.207 -1.291 1.043  0.222
H 1.013 -1.431 -0.551  0.226

Its multiplicity is 3. The gap between HOMO and LUMO (spin up / spin down) comes out at 7.66 / 8.12 eV. For the total energy, the calculation gives -27615.789 eV. Its HOMO energy (spin up / spin down) is -6.8 / -10.6 eV.

# C4H7CoLiO2

C4H7CoLiO2 as an isolated structure (ωB97M-V/def2-TZVPD, the OMol25 dataset).

Last column: natural (NBO) charge in e.
Positions of all 15 atoms, in Å:
H 2.130 -1.617 3.671  0.005
C -0.600 -0.346 -1.083  0.552
C -0.006 0.443 0.027  -0.531
C 0.666 -0.428 1.091  -0.527
C 1.308 0.377 2.185  0.513
O 2.528 0.345 2.401  -0.652
O -1.634 -0.016 -1.649  -0.705
Co -2.633 -0.596 -3.036  0.936
Li 3.751 -0.822 3.226  0.969
H -0.064 -1.256 -1.413  0.181
H 0.759 1.074 -0.463  0.291
H -0.769 1.110 0.448  0.274
H 1.404 -1.118 0.659  0.246
H -0.088 -1.054 1.599  0.267
H 0.752 1.297 2.466  0.181

As for the charge: +2. Its multiplicity is 6. The gap between HOMO and LUMO (spin up / spin down) comes out at 6.70 / 9.84 eV. For the total energy, the calculation gives -46166.424 eV. Its HOMO energy (spin up / spin down) is -14.7 / -18.6 eV.

# C4H7CuO2

C4H7CuO2 as an isolated structure (ωB97M-V/def2-TZVPD, the OMol25 dataset).

Last column: natural (NBO) charge in e.
Positions of all 14 atoms, in Å:
H -0.472 -1.343 -0.620  0.195
O -2.355 1.223 -1.498  -0.520
C -1.978 0.399 -0.693  0.449
H -2.630 -0.466 -0.430  0.105
C -0.735 0.574 0.221  -0.526
C 0.100 -0.697 0.137  -0.425
C 1.549 -0.463 -0.318  -0.040
H -1.136 0.706 1.240  0.213
H -0.181 1.462 -0.114  0.224
H 0.087 -1.216 1.109  0.206
H 1.514 0.341 -1.098  0.125
H 1.849 -1.380 -0.883  0.147
O 2.408 -0.164 0.705  -0.961
Cu 1.982 1.025 2.242  0.811

The gap between HOMO and LUMO comes out at 7.08 eV. For the total energy, the calculation gives -52993.228 eV. Its HOMO energy is -8.7 eV.

# C4H7EuO4

C4H7EuO4 as an isolated structure (ωB97M-V/def2-TZVPD, the OMol25 dataset).

Last column: Löwdin spin population.
Positions of all 16 atoms, in Å:
O 0.321 -0.628 2.197  -0.001
C -0.572 0.296 1.906  -0.003
O -0.193 1.508 1.984  -0.018
Eu -2.332 2.242 3.078  7.033
O -1.778 0.020 1.689  -0.011
C 0.389 -1.738 1.196  0.000
H -0.618 -2.128 1.009  0.000
H 1.007 -1.491 0.325  0.000
H 0.985 -2.484 1.733  0.000
C -0.166 0.651 -2.159  0.000
C 0.971 -0.062 -2.268  0.000
O -0.256 2.001 -2.093  0.000
H -1.135 0.213 -2.406  0.000
H 1.910 0.331 -1.870  0.000
H 0.898 -1.111 -2.554  0.000
H 0.569 2.381 -1.768  0.000

As for the charge: +1. Its multiplicity is 8. The gap between HOMO and LUMO (spin up / spin down) comes out at 5.40 / 5.56 eV. For the total energy, the calculation gives -31772.667 eV. Its HOMO energy (spin up / spin down) is -11.2 / -11.2 eV.

# C4H7F2NO

The molecule C4H7F2NO (ωB97M-V/def2-TZVPD, the OMol25 dataset).

Last column: natural (NBO) charge in e.
Positions of all 15 atoms, in Å:
C 0.965 -1.522 -0.870  -0.398
N 0.291 -0.297 -0.355  -0.482
C -0.605 -0.422 0.763  -0.243
C -1.314 0.947 0.763  -0.085
O -0.562 1.816 -0.157  -0.484
C 0.558 1.172 -0.346  1.011
F 1.007 1.605 -1.519  -0.326
F 1.468 1.623 0.573  -0.361
H 0.068 -2.132 -1.163  0.202
H 1.622 -2.102 -0.207  0.189
H 1.567 -1.084 -1.677  0.225
H -0.205 -0.543 1.766  0.171
H -1.215 -1.198 0.475  0.197
H -2.248 0.864 0.204  0.196
H -1.395 1.274 1.749  0.189

The gap between HOMO and LUMO comes out at 10.10 eV. For the total energy, the calculation gives -13232.868 eV. Its HOMO energy is -9.2 eV. Its SMILES is CN1CCOC1(F)F.

# C4H7F4N

A 2-piece molecular cluster, C4H7F4N overall (ωB97M-V/def2-TZVPD, the OMol25 dataset).

Last column: natural (NBO) charge in e.
Positions of all 16 atoms, in Å:
C 0.637 0.797 -0.474  -0.677
C 0.278 -0.526 0.099  0.183
C -2.062 -0.646 -0.739  -0.109
C -2.950 0.234 0.065  0.896
N 0.183 -0.660 1.428  -0.757
F -2.313 -1.983 -0.482  -0.375
F -3.885 -0.406 0.782  -0.321
F -3.579 1.168 -0.673  -0.333
F -2.252 0.967 0.996  -0.371
H 0.122 1.599 0.049  0.231
H 1.713 0.963 -0.374  0.218
H 0.388 0.840 -1.529  0.240
H 0.514 -1.419 -0.460  0.210
H -2.093 -0.464 -1.805  0.162
H -0.100 0.151 1.959  0.401
H -0.093 -1.555 1.796  0.402

The gap between HOMO and LUMO (spin up / spin down) comes out at 8.24 / 8.24 eV. For the total energy, the calculation gives -16619.513 eV. Its HOMO energy (spin up / spin down) is -7.5 / -7.5 eV.

# C4H7FINO

C4H7FINO as an isolated structure (ωB97M-V/def2-TZVPD, the OMol25 dataset).

Last column: natural (NBO) charge in e.
Positions of all 15 atoms, in Å:
C 0.821 1.034 -0.593  -0.377
C 0.793 -0.499 1.239  -0.023
C -0.577 0.892 -0.342  0.403
C -1.329 -0.366 -0.724  -0.180
N 1.357 -0.037 0.211  -0.348
O -2.399 -0.651 0.250  -0.708
F -1.069 1.468 0.767  -0.318
I 4.116 -0.669 0.297  -0.186
H 1.309 0.864 -1.500  0.242
H 1.125 1.996 -0.283  0.246
H 1.442 -1.150 1.827  0.195
H -0.218 -0.452 1.571  0.192
H -0.670 -1.247 -0.838  0.189
H -1.684 -0.001 -1.665  0.201
H -3.016 -1.184 -0.217  0.473

The gap between HOMO and LUMO (spin up / spin down) comes out at 6.10 / 9.23 eV. For the total energy, the calculation gives -18612.797 eV. Its HOMO energy (spin up / spin down) is -7.9 / -8.9 eV.

# C4H7FN2

A 2-piece molecular cluster, C4H7FN2 overall (ωB97M-V/def2-TZVPD, the OMol25 dataset).

Last column: natural (NBO) charge in e.
Positions of all 14 atoms, in Å:
C -2.581 -1.092 0.401  -0.419
C -1.941 -0.306 -0.450  -0.025
C -0.163 1.248 -0.154  0.347
C 2.457 0.320 0.266  -0.481
N -1.306 0.878 -0.082  -0.414
N 1.566 0.065 -0.799  -0.120
F 0.917 -1.130 -0.633  -0.289
H -2.977 -2.039 0.122  0.214
H -2.400 -0.945 1.447  0.201
H -1.928 -0.406 -1.550  0.216
H 0.345 2.140 0.007  0.174
H 2.461 1.419 0.156  0.205
H 2.046 -0.211 1.175  0.194
H 3.504 0.058 0.094  0.196

The gap between HOMO and LUMO (spin up / spin down) comes out at 8.44 / 8.42 eV. For the total energy, the calculation gives -9952.793 eV. Its HOMO energy (spin up / spin down) is -7.9 / -7.9 eV.

Number 3 is which compound?
C4H7CoLiO2